<a>
The following is a DFT calculation (ωB97M-V/def2-TZVPD) of a 2-piece molecular cluster, C9H13NO overall.

Summary:
Charge: 0
SMILES: Cc1ccccc1.CC(N)=O
Gap between HOMO and LUMO: 9.227 eV
Spin multiplicity: 1
Molecular weight: 151.21 g/mol

Each line ends with the Löwdin charge.
CARTESIAN COORDINATES (ANGSTROEM)
C  0.509  1.419  1.039  -0.073
H  0.468  2.158  1.843  0.093
C  -0.544  -0.319  2.506  -0.083
H  0.595  -0.740  -3.436  0.132
H  1.357  1.502  0.358  0.080
H  -0.305  1.488  0.378  0.034
H  -0.031  3.035  -2.550  0.084
C  0.612  -2.331  0.947  -0.110
H  -0.561  -3.642  2.179  0.084
C  -0.580  2.192  -2.130  0.012
H  0.745  -3.221  0.258  0.120
C  0.456  0.049  1.556  -0.269
C  -0.935  -1.582  2.695  -0.105
H  -1.575  2.274  -2.395  0.035
C  -0.273  -2.630  1.974  -0.102
C  0.227  0.843  -2.360  -0.522
H  -1.736  -1.913  3.364  0.104
C  1.040  -0.998  0.804  -0.058
H  -0.640  2.488  -1.046  0.065
O  1.389  0.727  -2.034  0.017
H  -0.954  -0.239  -3.859  0.057
H  1.992  -0.998  0.137  0.139
N  -0.244  -0.139  -3.218  0.142
H  -1.011  0.577  2.990  0.124

=====

<b>
The following is a DFT calculation (ωB97M-V/def2-TZVPD) of a 2-piece molecular cluster, C9H13NO overall.

Summary:
Charge: 0
SMILES: Cc1ccccc1.CC(N)=O
Gap between HOMO and LUMO: 9.603 eV
Spin multiplicity: 1
Molecular weight: 151.21 g/mol

Each line ends with the Löwdin charge.
CARTESIAN COORDINATES (ANGSTROEM)
C  0.708  2.918  0.090  -0.079
H  -2.982  0.137  -1.926  0.070
C  0.641  2.354  -1.186  -0.093
H  -2.038  1.390  1.317  0.124
H  2.481  -2.719  2.465  0.064
H  -2.101  -0.976  -0.845  0.069
H  1.718  -1.274  2.085  0.074
H  1.434  2.697  -1.871  0.104
C  -0.412  2.629  0.915  -0.112
H  -0.250  0.849  -2.533  0.111
C  1.817  -2.585  0.303  -0.573
H  -3.290  0.058  -0.204  0.092
N  0.716  -3.005  -0.400  0.148
C  -2.465  0.058  -0.981  -0.063
H  -0.215  -3.164  -0.066  0.087
H  0.828  -2.957  -1.401  0.103
C  -0.314  1.393  -1.583  -0.050
C  -1.223  1.619  0.561  -0.096
H  -0.533  3.387  1.677  0.104
H  1.498  3.474  0.553  0.093
C  -1.352  1.025  -0.713  -0.276
C  1.735  -2.327  1.821  -0.007
O  2.885  -2.433  -0.243  0.037
H  0.714  -2.548  2.166  0.068

=====

Of all the structures shown, which is most stable? <b>, and <a> is the least stable.